13
Properties=species:S:1:pos:R:3:forces:R:3 method="wB97M-V/def2-TZVPD" e_homo_ev="-8.714 / -7.380" relative_energy_kj_mol=491.82 e_tot_ev=-9268.404
C 2.0625 -0.1849 1.6362 1.28 0.42 0.65
C 1.0510 0.5962 2.2367 -2.47 0.24 -0.61
C 0.6375 -0.9067 -0.0765 -2.54 0.11 1.56
C -1.0727 0.7189 -0.1894 -2.69 2.29 0.67
N 1.8503 -0.8999 0.6390 0.43 -2.28 -2.51
N -0.4211 -0.1526 0.6337 3.25 -2.48 1.72
O 0.4962 1.0393 3.1565 0.67 -0.02 0.08
H 3.1303 -0.1179 1.8452 -0.25 0.45 0.98
H 0.8680 -0.5496 -1.0755 0.07 0.28 -0.35
H 0.1834 -1.9349 -0.2234 0.94 0.70 0.30
H -1.3029 0.3037 -1.1477 -0.58 -0.46 -0.84
H -2.0261 1.1505 0.3336 1.60 -0.69 -1.15
H -0.3881 1.5086 -0.3899 0.29 1.43 -0.50

=====

36
Properties=species:S:1:pos:R:3:forces:R:3 method="wB97M-V/def2-TZVPD" smiles="O=C(O)[C@@H]1CCCN(S(=O)(=O)Cc2ccccc2)C1" e_homo_ev=-9.110 relative_energy_kj_mol=104.38 e_tot_ev=-34272.530
O -2.1966 -3.0249 -0.0764 0.08 -0.18 0.05
C -2.5988 -1.9373 -0.3893 0.40 -0.17 0.33
O -3.6387 -1.7614 -1.2114 -0.51 0.30 -0.40
C -2.0042 -0.6304 0.0799 -0.25 0.12 -0.24
C -3.0416 0.2259 0.8179 0.19 -0.01 0.20
C -2.4090 1.5489 1.2458 -0.12 -0.01 -0.30
C -1.8544 2.2803 0.0216 -0.09 0.41 0.51
N -0.9675 1.4506 -0.7532 0.93 0.18 0.00
S 0.6722 1.6787 -0.6701 -0.41 0.24 -0.08
O 0.8826 3.0890 -0.5201 -0.05 0.11 0.29
O 1.2344 1.0087 -1.8025 -0.04 -0.28 0.09
C 1.3058 0.8691 0.8733 -0.26 0.33 -0.78
C 2.3393 -0.1199 0.4799 0.38 -0.36 0.08
C 2.0226 -1.4631 0.3167 0.01 0.11 0.08
C 2.9834 -2.3628 -0.1100 -0.02 -0.09 -0.02
C 4.2683 -1.9291 -0.3853 0.02 -0.03 -0.03
C 4.5894 -0.5903 -0.2337 0.07 0.04 -0.01
C 3.6310 0.3089 0.1944 -0.08 -0.06 0.10
C -1.4698 0.1610 -1.1309 0.04 -0.59 -0.13
H -3.9861 -2.6191 -1.5037 0.24 0.01 0.19
H -1.1847 -0.8795 0.7597 -0.10 -0.08 -0.10
H -3.4154 -0.3140 1.6903 -0.08 -0.01 -0.05
H -3.8814 0.4193 0.1481 -0.07 -0.02 0.01
H -1.6090 1.3614 1.9648 0.03 0.04 0.07
H -3.1553 2.1779 1.7319 0.03 0.03 0.06
H -1.2839 3.1655 0.3022 -0.26 0.07 0.00
H -2.6854 2.5892 -0.6239 0.06 0.02 0.01
H 1.7044 1.6923 1.4587 -0.03 0.04 0.08
H 0.4588 0.4161 1.3769 -0.05 0.00 0.08
H 1.0216 -1.8146 0.5236 -0.14 -0.03 0.03
H 2.7238 -3.4039 -0.2313 -0.02 -0.09 0.00
H 5.0167 -2.6313 -0.7214 0.06 -0.06 -0.02
H 5.5887 -0.2457 -0.4544 0.08 0.03 -0.01
H 3.8756 1.3552 0.3018 0.06 0.13 0.01
H -0.6489 -0.3640 -1.6213 -0.21 -0.15 -0.10
H -2.2880 0.2934 -1.8485 0.10 -0.01 0.02

=====

14
Properties=species:S:1:pos:R:3:forces:R:3 method="wB97M-V/def2-TZVPD" total_charge=+1 e_homo_ev=-13.624 relative_energy_kj_mol=293.69 e_tot_ev=-6228.005
C 0.3093 -0.9157 -0.8049 1.39 3.28 0.18
C -1.1275 0.5403 0.6601 0.43 1.20 -0.11
C 0.3577 0.7182 0.5174 0.43 -3.15 2.88
N 0.1919 -2.1539 -0.5589 -1.50 -1.22 -4.16
N 0.9304 1.8005 0.0429 0.80 0.78 -1.26
H 0.2528 -0.3978 -1.8606 -0.43 -1.89 1.69
H -1.2910 -0.3180 1.2443 -0.33 -1.26 0.52
H -1.6516 1.3381 1.1687 0.23 0.58 0.15
H -1.5783 0.4448 -0.3005 -0.62 -0.13 -0.78
H 0.9601 0.3331 1.4653 -1.28 0.44 -2.27
H -0.1530 -2.8638 -1.2633 0.62 1.15 0.38
H 0.3489 -2.6493 0.2576 0.50 -0.19 2.64
H 1.9465 1.8309 0.1830 -0.79 0.51 -0.49
H 0.5037 2.2927 -0.7509 0.55 -0.10 0.62